1.
Formula: C34H55F2N2O13S
Source: OMol25
Level of theory: wB97M-V/def2-TZVPD

Geometry as XYZ:
```
107
Properties=species:S:1:pos:R:3:mulliken_charge:R:1
C -0.24432 0.85798 -1.72735 -1.412
C -1.16954 -0.10231 -0.94115 0.527
C -0.90713 -1.62116 -1.02163 -1.122
O -1.86913 -2.33740 -0.11019 -0.191
C -1.51608 -3.74049 -0.08665 -0.974
N -1.21387 0.29144 0.53176 -0.260
H -1.34552 -0.54774 1.07815 0.296
H -0.30124 0.63354 0.79666 0.369
H -1.85291 1.02643 0.79917 0.348
H 0.54132 1.09578 -1.01019 0.364
H -0.71273 1.82887 -1.88880 0.382
H 0.12032 0.59205 -2.71953 0.450
H -2.15272 0.16584 -1.32785 0.276
H 0.03651 -2.03763 -0.66920 0.390
H -1.12029 -2.03856 -2.00573 0.379
H -2.29162 -4.37169 0.34721 0.297
H -0.68506 -3.80813 0.61545 0.352
H -1.23631 -4.25968 -1.00330 0.342
C 0.69947 7.19623 0.20598 -0.456
O -0.20959 7.66275 1.15520 -0.846
H 0.17259 6.73665 -0.63024 0.061
H 1.12945 8.08439 -0.25705 0.144
H 1.51486 6.53445 0.49802 0.141
C 2.93542 2.86287 7.71127 -1.661
C 3.72572 2.17728 6.58067 1.273
C 4.92332 1.42600 7.11816 -1.389
C 4.47795 0.15428 7.82974 -0.649
C 3.86218 -0.75578 6.75999 -1.706
C 2.55385 -0.12237 6.20878 1.960
N 2.91441 1.25264 5.71988 0.334
O 1.80864 1.93731 5.20957 -0.888
C 1.42974 -0.20644 7.23698 -1.671
C 2.20953 -1.03003 4.94142 -1.689
C 4.37107 3.37544 5.77343 -1.800
H 2.37688 3.68157 7.25754 0.342
H 3.67872 3.23152 8.41816 0.426
H 2.34069 2.25807 8.39582 0.369
H 5.42334 2.09038 7.82291 0.474
H 5.57402 1.19386 6.27508 0.409
H 3.76332 0.33154 8.63346 0.304
H 5.31647 -0.28981 8.36617 0.339
H 3.49664 -1.71310 7.13151 0.602
H 4.63939 -0.98158 6.02988 0.361
H 0.50089 -0.59673 6.82105 0.428
H 1.11334 0.75507 7.64131 0.299
H 1.67803 -0.88942 8.04938 0.251
H 1.14510 -1.25669 5.00229 0.313
H 2.82515 -1.91596 4.78570 0.334
H 2.35809 -0.42778 4.04513 0.393
H 5.14295 3.22243 5.01918 0.424
H 4.88624 4.09882 6.40542 0.398
H 3.62829 3.94754 5.21749 0.419
S -5.47845 4.54122 2.20782 1.150
O -4.47133 4.48004 3.28477 -0.667
O -6.62501 4.16743 3.08275 -0.700
O -5.60437 5.91303 1.72591 -0.715
O -5.21713 3.64659 1.11887 -0.699
C 2.28658 -0.71336 -8.14405 -1.568
C 1.77798 -0.77820 -9.59824 0.360
C 2.72013 -0.47300 -10.76293 -0.556
O 2.73067 -1.62009 -11.61243 -0.220
C 1.96944 -2.57604 -11.01383 0.379
O 1.87853 -3.71981 -11.43876 -0.538
O 1.40496 -2.11516 -9.90505 -0.202
H 2.80189 -1.64408 -7.90675 0.400
H 1.38502 -0.69806 -7.53165 0.373
H 2.95715 0.08171 -7.81801 0.411
H 0.84844 -0.22610 -9.73697 0.388
H 3.66631 -0.25039 -10.26969 0.294
H 2.38088 0.37715 -11.35475 0.341
C -9.66401 -3.69805 2.88868 -1.397
C -8.39974 -3.39933 3.78194 0.360
C -7.01478 -3.57887 3.32627 -0.309
O -6.29388 -2.59009 3.97886 -0.252
C -7.18967 -1.74517 4.52090 0.618
O -7.01238 -0.69475 5.18336 -0.555
O -8.43349 -2.14724 4.23745 -0.343
H -9.60905 -3.22796 1.90679 0.353
H -10.50790 -3.16236 3.32342 0.362
H -9.62016 -4.77670 2.73806 0.358
H -8.61229 -3.87177 4.74096 0.232
H -6.95530 -3.58474 2.23791 0.310
H -6.66116 -4.54514 3.68596 0.255
F 3.77468 -7.26439 -1.57465 -0.236
C 4.73945 -7.02967 -2.48345 0.192
C 5.35092 -5.77699 -2.47642 -0.233
C 6.34731 -5.37452 -3.31232 -0.542
C 6.63336 -6.29887 -4.27056 -0.267
C 6.12826 -7.60746 -4.32399 -0.452
C 5.20760 -8.03211 -3.36218 -0.384
H 5.18952 -5.02503 -1.71819 0.346
H 6.78269 -4.40033 -3.14559 0.458
H 7.36738 -6.16566 -5.05151 0.294
H 6.26940 -8.30468 -5.13662 0.367
H 4.66744 -8.96362 -3.44528 0.387
F -5.47279 3.85859 -5.12493 -0.290
C -4.57764 4.77083 -5.54980 0.168
C -4.37439 4.76073 -6.94037 -0.273
C -3.56271 5.65007 -7.51865 -0.490
C -2.77721 6.50394 -6.65344 -0.250
C -2.94865 6.45601 -5.33414 -0.533
C -3.89726 5.61288 -4.80044 -0.322
H -5.01502 4.15633 -7.56542 0.350
H -3.38335 5.69960 -8.58249 0.348
H -1.99484 7.10571 -7.09181 0.346
H -2.35565 7.11750 -4.71998 0.424
H -4.02179 5.52792 -3.73101 0.512
```

Computed properties:
Net charge   -3
HOMO-LUMO gap   0.039 Eh
Highest occupied orbital energy   0.0861 hartree
LUMO energy   3.3961 eV
Energy   -82001.861 eV

***

2.
Formula: C34H55N6O2PS2Sr
Source: OMol25
Level of theory: wB97M-V/def2-TZVPD

Geometry as XYZ:
```
101
Properties=species:S:1:pos:R:3:mulliken_charge:R:1
Sr 0.40264 1.24274 -1.33114 1.547
C 2.52434 1.33604 3.86366 -1.461
C 2.40404 1.82184 2.43246 0.549
O 1.51924 1.43054 1.69096 -0.163
N 3.35314 2.68904 2.04826 -0.021
C 3.36174 3.30494 0.73496 -0.866
C 4.16394 2.51864 -0.27594 0.719
C 5.55704 2.53984 -0.27504 -0.897
C 6.23814 1.87074 -1.28034 -0.369
C 5.50634 1.19354 -2.24424 -0.951
C 4.12404 1.18464 -2.13074 -0.313
N 3.47454 1.82534 -1.17184 0.412
H 1.56084 0.95174 4.18956 0.201
H 2.82804 2.13734 4.53076 0.492
H 3.26044 0.53604 3.92766 0.275
H 4.08494 2.94724 2.69036 0.260
H 3.77264 4.31164 0.83146 0.616
H 2.32794 3.36424 0.37676 -0.161
H 6.09734 3.08874 0.48326 0.472
H 7.31904 1.89534 -1.32404 0.418
H 5.99294 0.70044 -3.07184 0.435
H 3.50454 0.66124 -2.84884 0.458
S 0.74904 2.33054 -3.88824 -0.489
C 0.15024 3.79074 -3.20144 1.103
S 0.14064 4.01094 -1.49034 -0.737
C -0.29596 4.80244 -4.02904 0.044
C -0.24656 4.68594 -5.42484 -0.054
N -0.22056 4.61154 -6.57284 -0.565
C -0.87216 5.97834 -3.53864 -0.056
N -1.38266 6.94214 -3.16974 -0.616
O -0.00636 -0.87356 -1.06374 -1.244
P 0.10724 -1.89736 0.00006 0.491
C -1.02886 -3.31256 -0.38654 0.814
C -0.45206 -4.09946 -1.57164 -1.058
C -1.54676 -4.83626 -2.35774 -0.873
C -2.69686 -5.20416 -1.42874 -0.696
C -3.39476 -3.93566 -0.92654 -0.861
C -2.40286 -2.77566 -0.77564 -0.432
C -0.25326 -1.17036 1.67026 1.700
C -0.44756 -2.18746 2.80426 -0.801
C -1.90856 -2.30186 3.22676 -0.812
C -2.42266 -0.97006 3.78296 -0.888
C -1.81576 0.22644 3.03626 -0.743
C -1.40846 -0.16376 1.61856 0.031
C 1.83504 -2.57716 -0.04974 -0.028
C 2.86034 -1.44686 0.09836 0.249
C 4.24734 -2.04976 0.30206 -1.055
C 4.32624 -2.78826 1.64656 -0.925
C 2.94604 -3.27426 2.09826 -0.401
C 2.14524 -3.74786 0.89126 -1.171
H -1.13356 -3.95286 0.49346 0.571
H 0.28244 -4.82036 -1.20654 0.320
H 0.05584 -3.40086 -2.24274 0.275
H -1.12466 -5.73496 -2.80884 0.466
H -1.92276 -4.21006 -3.16774 0.347
H -2.29786 -5.77336 -0.58634 0.301
H -3.41626 -5.84296 -1.94034 0.447
H -3.86636 -4.14466 0.03676 0.276
H -4.18276 -3.64066 -1.62124 0.436
H -2.77746 -2.07836 -0.02584 -0.401
H -2.29976 -2.22186 -1.71154 0.399
H 0.65234 -0.58376 1.86356 -1.152
H 0.13624 -1.88076 3.67446 0.549
H -0.08726 -3.16926 2.50136 0.280
H -2.01276 -3.07876 3.98806 0.585
H -2.50266 -2.61546 2.36646 0.007
H -2.18016 -0.90116 4.84626 0.408
H -3.51046 -0.94866 3.70046 0.308
H -0.93086 0.59194 3.56226 0.031
H -2.53586 1.04654 3.00876 0.424
H -1.08346 0.72514 1.07646 0.220
H -2.27236 -0.57946 1.10186 -0.231
H 1.90804 -2.93216 -1.08654 0.761
H 2.62134 -0.79686 0.94156 -0.220
H 2.84824 -0.82966 -0.80084 0.109
H 5.00914 -1.26936 0.25686 0.347
H 4.44524 -2.74346 -0.51774 0.413
H 4.74344 -2.13266 2.41226 0.375
H 4.99794 -3.64256 1.54916 0.333
H 2.40544 -2.46866 2.59586 -0.172
H 3.05934 -4.08646 2.81786 0.532
H 1.22354 -4.23896 1.20646 0.383
H 2.73934 -4.49516 0.35906 0.595
C -4.83446 2.85024 0.25996 -1.758
C -4.32346 3.31824 -1.11844 1.618
C -4.22716 4.84534 -1.13284 -1.693
C -5.27936 2.84604 -2.21944 -1.882
N -2.98106 2.83204 -1.43184 -0.044
N -2.74876 1.43154 -1.37954 -0.181
H -5.76886 3.35224 0.49576 0.466
H -4.10806 3.09344 1.03426 0.326
H -5.02386 1.77634 0.27956 0.412
H -5.21826 5.29004 -1.09564 0.443
H -3.72286 5.17964 -2.03554 0.406
H -3.65466 5.20144 -0.27944 0.362
H -6.24786 3.32734 -2.11214 0.477
H -5.43166 1.76814 -2.17844 0.340
H -4.86446 3.10564 -3.18974 0.410
H -2.29016 3.30284 -0.84914 0.130
H -3.10966 1.02474 -2.24124 0.224
H -3.23866 0.98634 -0.59584 0.044
```

Computed properties:
Net charge   0
HOMO-LUMO gap   0.228 Eh
Highest occupied orbital energy   -0.2330 hartree
LUMO energy   -0.1359 eV
Energy   -80985.493 eV

***

3.
Formula: C34H56Cl2FN8O7S2
Source: OMol25
Level of theory: wB97M-V/def2-TZVPD

Geometry as XYZ:
```
110
Properties=species:S:1:pos:R:3:mulliken_charge:R:1
C -0.82948 2.50379 1.74335 -1.261
C -2.23025 2.15465 1.22323 -0.512
N -2.19233 1.33911 0.00269 0.473
C -2.02255 -0.09114 0.24091 -1.617
C -0.54774 -0.46026 0.49808 -1.800
N -0.18397 -1.78072 0.00167 1.391
C 0.45174 -1.84810 -1.29020 0.726
F -0.12777 -0.82412 -2.03541 -0.473
C 1.98034 -1.65865 -1.42873 -1.616
C 2.66541 -0.84794 -0.33597 0.322
C 4.00515 -0.22624 -0.76907 -0.976
C 5.05705 -0.31722 0.33069 -1.240
S 4.64801 0.74083 1.71940 1.223
O 4.78277 -0.00826 2.93467 -0.618
O 3.44572 1.47092 1.43933 -0.498
Cl 6.16800 2.08074 1.66192 -0.232
C -0.07872 -3.10680 -1.99317 -0.316
C 0.54371 -3.35443 -3.36639 -1.143
N -0.24210 -4.11895 -4.32174 -0.666
N -0.03997 -4.32510 -1.06077 1.090
N 0.49629 -5.47679 -1.73613 -0.645
C 0.61784 -4.07225 0.28380 -1.013
C 0.60597 -5.33511 1.15584 -1.208
C 1.95433 -6.06659 1.22198 -0.756
C 2.05779 -6.99535 2.43824 -0.555
Cl 2.01941 -8.71284 1.96503 -0.206
C 0.00966 -2.84402 0.98135 0.775
C -1.37754 -3.17818 1.57393 -1.967
N -2.32176 -3.66542 0.54784 -0.461
C 1.00946 -2.46495 2.12203 -0.519
C 0.59075 -2.60623 3.58188 -0.413
C 1.77923 -2.26067 4.48754 -1.105
S 3.06708 -3.53403 4.45727 -0.213
C -3.27846 1.56666 -0.89871 0.804
C -4.60070 2.01390 -0.34137 -1.129
O -3.12224 1.37673 -2.06684 -0.578
H -0.78598 3.54470 2.06439 0.427
H -0.07779 2.37708 0.96462 0.257
H -0.53701 1.88317 2.59294 0.247
H -2.77515 3.07318 1.01323 0.576
H -2.79137 1.63748 2.01559 0.330
H -2.32961 -0.62813 -0.65722 0.481
H -2.65212 -0.41169 1.08676 0.370
H 0.03605 0.31778 0.01107 0.671
H -0.32781 -0.39562 1.56522 0.638
H 2.47558 -2.63172 -1.51449 0.295
H 2.14191 -1.16935 -2.39307 0.883
H 2.87208 -1.50743 0.50750 -0.469
H 2.02494 -0.03833 -0.00166 0.393
H 3.84889 0.82816 -0.98783 0.283
H 4.42117 -0.71377 -1.65240 0.581
H 5.13137 -1.31730 0.76517 0.397
H 6.04967 -0.04152 -0.01990 0.787
H -1.14092 -2.90530 -2.14280 0.157
H 0.67164 -2.35354 -3.78272 0.525
H 1.53711 -3.79518 -3.28028 0.342
H -0.92833 -3.52263 -4.76884 0.325
H -0.74776 -4.88171 -3.89162 0.255
H -1.01524 -4.54737 -0.85020 0.916
H -0.02490 -6.30145 -1.46972 0.255
H 1.47501 -5.57930 -1.50022 0.224
H 1.65932 -3.84601 0.03925 0.673
H 0.33351 -5.04811 2.16935 0.283
H -0.15339 -6.03164 0.78437 0.521
H 2.76853 -5.33947 1.26017 0.365
H 2.08342 -6.68596 0.33346 0.476
H 1.23637 -6.84173 3.13637 0.294
H 2.98848 -6.83911 2.97785 0.353
H -1.31171 -3.92296 2.36463 0.462
H -1.75515 -2.25984 2.02246 0.529
H -2.43458 -4.66906 0.65510 0.206
H -3.24924 -3.28788 0.68983 0.333
H 1.91135 -3.07869 2.00947 0.059
H 1.32259 -1.43437 1.97889 0.605
H 0.28747 -3.62724 3.82909 0.220
H -0.24563 -1.94583 3.83507 0.397
H 2.23251 -1.31599 4.18067 0.389
H 1.43749 -2.12250 5.51208 0.583
H 2.67812 -4.17517 5.56050 0.150
H -5.39921 1.43992 -0.81207 0.454
H -4.68321 1.90245 0.73739 0.394
H -4.75316 3.06383 -0.59113 0.041
C 4.96840 7.06655 -1.85078 -0.439
C 6.26514 6.63892 -1.59674 -0.461
C 6.58127 5.29269 -1.67462 -0.414
C 5.57911 4.40068 -2.00977 0.241
C 4.28029 4.80088 -2.26515 -0.324
C 3.97871 6.15010 -2.18203 -0.514
N 5.91040 2.97180 -2.09861 1.085
O 7.04615 2.63110 -1.84419 -0.608
O 5.02257 2.19790 -2.41224 -0.648
H 4.72823 8.11949 -1.79145 0.387
H 7.03332 7.35434 -1.33889 0.384
H 7.58302 4.94079 -1.48048 0.467
H 3.52492 4.07429 -2.52245 0.463
H 2.96993 6.48561 -2.37781 0.382
C -9.68755 6.96591 -1.74934 -0.422
C -9.75404 6.33878 -0.51185 -0.440
C -8.61570 5.78281 0.04809 -0.357
C -7.42727 5.87172 -0.65317 0.196
C -7.33527 6.48883 -1.88710 -0.338
C -8.48227 7.03874 -2.43546 -0.460
N -6.21185 5.29249 -0.06044 1.014
O -6.31167 4.72963 1.01201 -0.596
O -5.16974 5.40407 -0.67805 -0.619
H -10.57901 7.40119 -2.18031 0.383
H -10.69333 6.28376 0.02033 0.372
H -8.64682 5.29220 1.00894 0.443
H -6.38897 6.53670 -2.40389 0.450
H -8.43341 7.52622 -3.39902 0.371
```

Computed properties:
Net charge   +1
HOMO-LUMO gap   0.315 Eh
Highest occupied orbital energy   -0.4036 hartree
LUMO energy   -2.4099 eV
Energy   -111840.162 eV